(1)
C16H16B2Br8O18V as an isolated structure in a non-equilibrium geometry, computed with ωB97M-V with the def2-TZVPD basis set.

The expectation value of S² is 0.760. The value obtained for the LUMO energy (alpha / beta) is -0.1323 / -0.2476 hartree. For the HOMO energy (alpha / beta), the calculation gives -0.375 / -0.374 Eh. For the total energy, the calculation gives -641091.9212 eV. As for the multiplicity: 2. The gap between HOMO and LUMO (alpha / beta) comes out at 6.601 / 3.447 eV.

Last column: Löwdin spin population.
Positions of all 61 atoms, in Å:
1 O -2.06275 3.83511 2.91146  0.0000
2 V -0.98286 2.87609 2.10052  0.0000
3 O 0.36097 3.62339 1.87346  0.0000
4 O 0.23372 0.24515 -2.19669  0.0000
5 C 0.59506 0.01521 -1.07756  0.0001
6 O 1.30858 -0.94779 -0.69351  0.0009
7 B 1.23833 -1.13772 0.74926  0.0041
8 O 0.62602 0.09958 1.25201  0.0006
9 C 0.07144 0.70869 0.20679  0.0000
10 O -0.66661 1.69972 0.24628  -0.0001
11 O 2.60413 -1.47004 1.26917  0.0557
12 C 2.57696 -2.48594 2.07452  0.0665
13 O 3.34236 -2.85218 2.92230  0.2599
14 C 1.06469 -3.02365 2.08849  0.0696
15 O 0.38237 -2.32556 1.19303  0.0558
16 O 0.65452 -3.83080 2.96819  0.3861
17 O -0.52297 -3.24503 6.23952  0.0009
18 C -1.51350 -2.79329 5.72237  0.0002
19 O -1.68688 -2.49486 4.45038  0.0038
20 B -2.84475 -1.61831 4.30477  0.0002
21 O -3.45742 -1.54925 5.61088  0.0002
22 C -2.70361 -2.23248 6.47440  0.0004
23 O -2.92160 -2.19527 7.66007  0.0010
24 O -3.72698 -2.00735 3.16581  0.0000
25 C -3.53836 -1.20081 2.18760  0.0000
26 O -3.92172 -1.37199 1.09047  0.0000
27 C -2.74538 0.04072 2.71276  0.0000
28 O -2.34017 -0.26440 3.85839  0.0000
29 O -2.36547 0.99743 2.04803  0.0000
30 Br -3.47983 -0.17282 -2.35204  0.0000
31 C -2.38812 -1.76449 -1.65591  0.0002
32 C -3.21349 -2.96535 -2.02522  0.0001
33 Br -2.48236 -4.74669 -1.49415  0.0005
34 H -2.23784 -1.72643 -0.57699  0.0001
35 H -1.43313 -1.82333 -2.17804  0.0000
36 H -3.27141 -3.01258 -3.11265  0.0000
37 H -4.21017 -2.88649 -1.59104  0.0000
38 Br 0.91397 2.44091 -7.05890  0.0000
39 C 0.05849 0.71935 -7.07415  0.0000
40 C -0.11130 0.34864 -5.63553  0.0000
41 Br -0.58986 -1.57160 -5.55764  0.0000
42 H 0.68130 -0.04579 -7.53758  0.0000
43 H -0.95127 0.72354 -7.48460  0.0000
44 H -0.94011 0.85793 -5.14381  0.0000
45 H 0.82718 0.55383 -5.12051  0.0000
46 Br -2.65219 4.18750 -3.59478  0.0000
47 C -0.77168 3.60422 -3.21429  0.0000
48 C 0.08300 4.85056 -3.54465  0.0000
49 Br 2.03521 4.75753 -3.10659  0.0000
50 H -0.51113 2.74412 -3.83109  0.0000
51 H -0.81009 3.32029 -2.16262  0.0000
52 H -0.29599 5.74359 -3.04769  0.0000
53 H 0.02822 5.06897 -4.61114  0.0000
54 Br 7.11962 1.93315 0.76877  0.0008
55 C 6.50516 1.36058 2.47843  0.0018
56 C 5.62740 0.05712 2.30687  0.0006
57 Br 4.90414 -0.53387 4.13344  0.0896
58 H 6.03674 2.18160 3.02120  0.0003
59 H 7.39691 1.18209 3.07930  0.0002
60 H 6.29126 -0.69212 1.87555  -0.0001
61 H 4.78324 0.21166 1.63485  0.0000

***

(2)
C2H3CrO2 as an isolated structure in a non-equilibrium geometry, computed with ωB97M-V with the def2-TZVPD basis set.

The expectation value of S² is 6.340. The value obtained for the LUMO energy (alpha / beta) is -0.2350 / -0.2257 hartree. For the HOMO energy (alpha / beta), the calculation gives -0.483 / -0.484 Eh. As for the total charge: +1. For the total energy, the calculation gives -34624.9995 eV. As for the multiplicity: 5. The gap between HOMO and LUMO (alpha / beta) comes out at 6.757 / 7.027 eV. For the energy above the lowest of the compared OMol25 structures with the same formula, charge and spin, the calculation gives 4.491 eV.

Last column: Löwdin spin population.
Positions of all 8 atoms, in Å:
1 C -3.53441 -2.24632 -1.78790  -0.0081
2 O -4.48603 -2.95689 -1.68734  -0.0117
3 H -2.37504 -2.49915 -1.47461  -0.0002
4 H -3.26540 -1.27208 -1.09482  -0.0037
5 C -1.05202 -1.16513 -0.29503  -0.1974
6 O -1.47757 -1.01503 0.89808  -0.1081
7 Cr 0.44423 -1.30315 1.20121  4.3710
8 H -1.41719 -0.43910 -1.05873  -0.0419

***

(3)
One molecule with the formula C5H8N4O2 in a non-equilibrium geometry, computed with ωB97M-V with the def2-TZVPD basis set.

As for the structure (SMILES): Cn1c[n+]([O-])c(C(N)=O)c1N. The value obtained for the LUMO energy is 0.0136 hartree. For the HOMO energy, the calculation gives -0.299 Eh. For the total energy, the calculation gives -15368.2381 eV. As for the multiplicity: 1. The gap between HOMO and LUMO comes out at 8.499 eV. For the energy above the lowest of the compared OMol25 structures with the same formula, charge and spin, the calculation gives 2.981 eV.

Last column: natural (NBO) charge in e.
Positions of all 19 atoms, in Å:
1 C 1.72868 -0.11722 2.11274  -0.4051
2 N 0.65447 -0.19439 1.10728  -0.3152
3 C -0.64179 -0.08769 1.54151  0.0859
4 N -1.40695 0.13171 0.46275  0.0985
5 O -2.72164 0.23772 0.47303  -0.6020
6 C -0.58999 -0.04456 -0.62495  -0.1146
7 C -1.02755 0.12191 -2.02046  0.6520
8 N -2.35811 0.23519 -2.18506  -0.8215
9 O -0.24991 0.07759 -2.93812  -0.6358
10 C 0.71721 -0.14443 -0.17996  0.3716
11 N 1.86848 -0.49783 -0.79397  -0.8068
12 H 1.43221 -0.90787 2.83111  0.2323
13 H 2.61258 -0.38142 1.58592  0.2084
14 H 1.83040 0.87947 2.41386  0.2144
15 H -0.89939 0.09173 2.57100  0.2194
16 H -2.90407 0.38382 -1.31470  0.4247
17 H -2.70349 0.82295 -2.90090  0.3868
18 H 2.01898 -0.58957 -1.80681  0.4385
19 H 2.63987 -0.01712 -0.33427  0.3687

***

(4)
C33H42ClF6N3O8S2V as an isolated structure, computed with ωB97M-V with the def2-TZVPD basis set.

The expectation value of S² is 2.036. The value obtained for the LUMO energy (alpha / beta) is 0.0844 / 0.0844 hartree. For the HOMO energy (alpha / beta), the calculation gives -0.175 / -0.173 Eh. As for the total charge: -1. For the total energy, the calculation gives -131943.2053 eV. As for the multiplicity: 3. The gap between HOMO and LUMO (alpha / beta) comes out at 7.051 / 7.004 eV. For the energy above the lowest of the compared OMol25 structures with the same formula, charge and spin, the calculation gives 0.797 eV.

Last column: Löwdin spin population.
Positions of all 96 atoms, in Å:
1 V -1.28139 -1.63033 -1.10904  1.9672
2 C 3.53169 3.25499 0.04834  0.0001
3 C 3.29747 3.12474 -1.45745  0.0003
4 C 2.84028 4.49145 -1.98618  0.0000
5 C 4.63335 2.75064 -2.11527  -0.0001
6 C 2.24452 2.06597 -1.78748  0.0004
7 C 1.59231 1.33740 -0.80350  -0.0056
8 C 0.62602 0.40394 -1.16197  0.0052
9 N -0.07834 -0.42837 -0.27622  -0.0467
10 C 0.04285 -0.21192 1.10687  0.0014
11 C -0.41683 0.97469 1.66783  -0.0024
12 C -0.42276 1.16987 3.03345  0.0004
13 C 0.03824 0.13184 3.83932  -0.0027
14 C 0.49908 -1.08469 3.34614  0.0004
15 C 0.51862 -1.20261 1.95470  -0.0027
16 O 0.98698 -2.42189 1.42015  0.0002
17 C 0.97865 -2.13658 4.36471  0.0001
18 C 2.37381 -1.72469 4.85620  0.0001
19 C 1.05769 -3.57964 3.84596  0.0000
20 C 0.01513 -2.16449 5.56552  0.0000
21 C -0.98580 2.43280 3.67973  0.0001
22 C -1.45515 3.44623 2.63577  0.0000
23 C 0.09281 3.09428 4.54748  0.0001
24 C -2.18993 2.04583 4.55080  0.0000
25 C 0.33279 0.13481 -2.50949  0.0000
26 O -0.53398 -0.85042 -2.72087  0.0072
27 C 0.98270 0.86429 -3.52074  -0.0018
28 C 1.91766 1.81440 -3.12180  -0.0072
29 C 0.70455 0.56680 -4.99287  0.0003
30 C -0.79917 0.65931 -5.29374  0.0004
31 C 1.42036 1.54727 -5.92527  0.0001
32 C 1.21020 -0.84991 -5.30286  0.0003
33 H 4.28596 4.02292 0.23642  0.0000
34 H 3.88931 2.31823 0.48036  0.0000
35 H 2.61848 3.54595 0.57213  0.0000
36 H 3.58971 5.25810 -1.76764  0.0000
37 H 1.89815 4.78586 -1.51924  0.0000
38 H 2.68398 4.46703 -3.06535  -0.0001
39 H 5.40284 3.48752 -1.86650  0.0000
40 H 4.54366 2.70897 -3.20156  -0.0001
41 H 4.96664 1.77003 -1.77052  0.0000
42 H 1.81546 1.48493 0.24368  -0.0002
43 H -0.81512 1.70876 0.98219  0.0001
44 H 0.02131 0.27252 4.91098  -0.0001
45 H 3.08692 -1.71869 4.02953  0.0000
46 H 2.73126 -2.42908 5.61209  0.0000
47 H 2.35657 -0.72560 5.29517  0.0000
48 H 1.85986 -3.72197 3.12691  0.0000
49 H 0.12278 -3.89548 3.38073  0.0000
50 H 1.25201 -4.23719 4.69618  0.0000
51 H 0.03206 -1.24100 6.14303  0.0000
52 H 0.30127 -2.97347 6.24043  0.0000
53 H -1.01089 -2.33985 5.23839  0.0000
54 H -0.63987 3.75161 1.97629  0.0000
55 H -1.83231 4.33840 3.14019  0.0000
56 H -2.26050 3.04060 2.02137  0.0000
57 H 0.95324 3.38313 3.94008  0.0000
58 H 0.44508 2.42220 5.33168  0.0000
59 H -0.30620 3.99159 5.02753  0.0000
60 H -2.92753 1.50128 3.95871  0.0000
61 H -2.66108 2.94137 4.96450  0.0000
62 H -1.89105 1.40776 5.38460  0.0000
63 H 2.42530 2.38778 -3.88583  -0.0004
64 H -1.18096 1.65214 -5.04314  0.0000
65 H -1.36489 -0.07351 -4.72462  0.0002
66 H -0.97246 0.48720 -6.36000  0.0000
67 H 1.12800 2.58027 -5.72245  0.0000
68 H 1.15133 1.31779 -6.95893  0.0000
69 H 2.50677 1.47220 -5.84203  0.0000
70 H 0.77099 -1.56995 -4.61613  0.0001
71 H 2.29677 -0.89636 -5.19961  0.0000
72 H 0.94673 -1.13419 -6.32642  0.0000
73 F -6.02220 -2.22813 -2.45456  0.0000
74 C -5.23175 -1.65369 -1.54951  0.0001
75 F -5.87956 -0.64100 -0.98622  0.0001
76 F -4.90419 -2.54383 -0.62655  0.0000
77 S -3.71096 -1.01837 -2.37948  0.0022
78 O -2.94092 -0.45344 -1.26751  0.0106
79 O -4.14486 -0.12868 -3.39720  0.0007
80 N -3.02076 -2.28208 -2.97515  0.0043
81 S -2.47475 -3.69990 -2.62679  0.0016
82 O -3.45359 -4.67554 -2.28664  0.0000
83 O -1.27249 -3.63157 -1.79441  0.0142
84 C -1.83235 -4.17352 -4.29168  0.0001
85 F -2.79015 -4.05269 -5.20491  0.0000
86 F -1.45187 -5.45080 -4.23376  0.0000
87 F -0.79921 -3.42644 -4.63358  0.0000
88 Cl -4.61290 -3.28726 2.94312  0.0003
89 C -2.85841 -3.03146 2.70079  -0.0005
90 C -2.60569 -2.01581 1.58008  0.0078
91 O -2.90899 -0.84775 1.75310  0.0125
92 O -1.99461 -2.52559 0.56572  0.0294
93 H -2.42055 -3.99569 2.46572  0.0001
94 H -2.46932 -2.63841 3.63682  0.0000
95 N 2.21261 -2.68079 -0.66735  0.0005
96 C 1.59343 -2.49334 0.28853  0.0012

***

(5)
C17H17FMnN5O8S as an isolated structure, computed with ωB97M-V with the def2-TZVPD basis set.

The expectation value of S² is 6.104. The value obtained for the LUMO energy (alpha / beta) is -0.3010 / -0.2767 hartree. For the HOMO energy (alpha / beta), the calculation gives -0.515 / -0.515 Eh. As for the total charge: +2. For the total energy, the calculation gives -86598.8059 eV. As for the multiplicity: 5. The gap between HOMO and LUMO (alpha / beta) comes out at 5.820 / 6.481 eV.

Last column: Löwdin spin population.
Positions of all 50 atoms, in Å:
1 Mn 0.69818 -0.20993 1.16213  3.9447
2 O 2.21929 0.09892 5.11366  0.0046
3 C 1.59640 -0.03334 3.97776  0.0068
4 O 2.06349 0.21593 2.87934  0.0510
5 C 0.18683 -0.53044 4.09719  0.0048
6 C -0.46767 -0.80611 5.28441  -0.0016
7 C -1.78617 -1.23342 5.21276  0.0070
8 C -2.39941 -1.36188 3.97202  -0.0013
9 C -1.66715 -1.06725 2.83502  0.0052
10 N -0.39881 -0.66756 2.91048  -0.0039
11 C -2.14988 -1.11932 1.40891  0.0049
12 O -3.34783 -1.54712 1.11481  0.0018
13 O -1.39998 -0.74730 0.52564  0.0466
14 H 3.12517 0.43105 4.98210  0.0002
15 H 0.04156 -0.68479 6.22999  -0.0001
16 H -2.33669 -1.45848 6.11607  0.0003
17 H -3.43238 -1.67987 3.92085  0.0000
18 H -3.87350 -1.83387 1.87434  0.0004
19 F -2.45937 5.92279 -1.99529  0.0000
20 C -2.01060 4.67909 -2.01482  0.0001
21 C -0.77177 4.37949 -1.62953  -0.0001
22 N -0.31089 3.06548 -1.65974  -0.0001
23 C 1.02865 2.70648 -1.24514  0.0002
24 C 0.96461 1.62432 -0.20444  0.0188
25 O 1.69375 0.57651 -0.29525  -0.0296
26 O 0.19012 1.67866 0.80072  -0.0019
27 C -1.11367 2.01932 -2.05187  0.0001
28 O -0.70533 0.86170 -2.00427  0.0011
29 N -2.36541 2.36172 -2.46005  0.0001
30 C -2.94563 3.64832 -2.47999  0.0000
31 O -4.07782 3.81623 -2.82730  0.0001
32 H -0.07764 5.13793 -1.29803  0.0000
33 H 1.52425 3.57819 -0.81711  0.0007
34 H 1.62143 2.33513 -2.08060  -0.0005
35 H -2.96268 1.60835 -2.77466  0.0000
36 S 1.34443 -2.38491 0.81054  -0.0562
37 C 1.47733 -2.41216 -0.94791  0.0008
38 N 2.52427 -3.04907 -1.43951  -0.0047
39 C 2.76929 -3.19628 -2.88077  -0.0006
40 C 2.17157 -1.99811 -3.59651  -0.0002
41 C 0.71088 -1.85398 -3.21335  0.0002
42 N 0.57466 -1.88415 -1.74672  0.0005
43 H 3.19924 -3.40673 -0.78197  -0.0002
44 H 2.32564 -4.13078 -3.22812  0.0000
45 H 3.84533 -3.25521 -3.02550  -0.0002
46 H 2.25681 -2.12944 -4.67339  0.0000
47 H 2.72162 -1.09580 -3.32297  0.0000
48 H 0.11405 -2.66478 -3.63446  -0.0002
49 H 0.29275 -0.90711 -3.54485  0.0001
50 H -0.22134 -1.39643 -1.35461  0.0003

***

(6)
C6H6 as an isolated structure in a non-equilibrium geometry, computed with ωB97M-V with the def2-TZVPD basis set.

The value obtained for the LUMO energy is -0.0175 hartree. For the HOMO energy, the calculation gives -0.346 Eh. For the total energy, the calculation gives -6310.8734 eV. As for the multiplicity: 1. The gap between HOMO and LUMO comes out at 8.952 eV. For the energy above the lowest of the compared OMol25 structures with the same formula, charge and spin, the calculation gives 8.327 eV.

Last column: natural (NBO) charge in e.
Positions of all 12 atoms, in Å:
1 C 1.74967 2.66248 1.24011  0.1113
2 C 1.14821 1.61996 0.89238  -0.4891
3 C -0.06598 0.25126 1.12380  -0.2220
4 C 0.90471 0.62109 -0.47329  -0.0945
5 C -0.08070 -0.30365 -0.35981  -0.0243
6 C -0.97777 -1.25213 -0.98269  -0.6570
7 H 0.60288 -0.31546 1.62247  0.2070
8 H -1.03272 0.50269 1.64226  0.2297
9 H 1.42478 0.83743 -1.38800  0.2134
10 H -1.01649 -2.20522 -0.39256  0.2370
11 H -0.57518 -1.43863 -1.95145  0.2391
12 H -2.08141 -0.97984 -0.97321  0.2494